The following is a DFT calculation (ωB97M-V/def2-TZVPD) of a molecular structure, C18H42AuBN9OPS2.

Summary:
orbital gap (spin up / spin down): 5.079 / 5.254 eV
E: -70122.48736 eV
charge: +2
HOMO level (spin up / spin down): -13.9 / -14.0 eV
relative energy (zero: lowest compared OMol25 entry of this formula, charge and spin): 33.76 kJ/mol

The geometry in XYZ format:
```
75
Properties=species:S:1:pos:R:3:forces:R:3
Au -0.152546 0.026814 -0.103836 0.37 0.36 -0.38
C 4.019370 -1.587836 1.032006 -0.05 0.19 0.09
N 3.681206 -0.227051 1.468575 -0.03 -0.28 -0.15
C 4.180922 0.382505 2.578908 -0.02 0.00 0.01
C 3.676889 1.650259 2.591071 0.00 0.05 -0.03
N 2.898287 1.816456 1.484295 0.05 0.03 -0.25
B 2.206298 3.183113 1.066192 -0.09 -0.11 0.06
N 0.803117 3.217196 1.818903 -0.14 0.00 -0.49
C 0.618222 3.640438 3.079515 -0.17 0.09 0.27
C -0.728005 3.558862 3.379577 0.29 0.06 0.11
N -1.339974 3.064551 2.291513 -0.16 -0.23 -0.36
C -2.786587 2.851361 2.160223 0.22 0.02 0.02
C -0.407088 2.852322 1.309906 0.18 0.22 0.83
S -0.756262 2.315086 -0.246562 0.43 -0.45 -0.48
C 2.902170 0.656178 0.791212 0.13 0.15 0.51
S 2.135355 0.315142 -0.699992 -0.61 0.40 0.04
H 4.415436 -2.126891 1.887188 0.00 -0.02 0.00
H 4.766152 -1.550046 0.243457 0.02 -0.01 -0.02
H 3.124778 -2.080471 0.662531 -0.01 -0.01 -0.02
H 4.867965 -0.109310 3.246749 -0.01 0.00 -0.02
H 3.861549 2.452350 3.285290 -0.03 0.00 -0.03
H 2.014659 3.177067 -0.108264 0.02 0.04 0.01
H 2.874517 4.088140 1.482244 -0.07 -0.13 0.07
H 1.428462 4.009748 3.686244 -0.02 -0.02 -0.03
H -1.265185 3.837326 4.270868 0.02 0.01 -0.03
H -3.211782 2.807547 3.157894 -0.01 0.00 0.01
H -2.963170 1.916107 1.638570 0.00 -0.02 -0.01
H -3.231324 3.672153 1.603858 -0.02 0.01 -0.01
C 1.265554 -1.846757 4.412374 0.02 -0.02 -0.05
C 0.205070 -0.744974 4.399308 0.05 0.07 -0.03
C 0.601556 0.364643 5.363531 0.03 0.06 0.02
C -1.159851 -1.306444 4.775763 -0.07 0.00 0.01
N 0.104900 -0.080760 3.066427 -0.05 -0.24 0.04
N -0.221232 -0.975393 1.995822 -0.03 -0.16 0.08
H 1.353584 -2.285010 5.406387 -0.02 0.02 0.00
H 2.244599 -1.440120 4.142347 0.01 -0.01 0.00
H 1.023640 -2.671019 3.735303 0.01 0.01 0.03
H 0.671725 -0.019975 6.380635 0.00 -0.01 -0.02
H -0.136753 1.168466 5.349559 0.02 -0.03 0.00
H 1.579473 0.781479 5.100993 -0.04 0.01 -0.01
H -1.150437 -1.635758 5.814528 0.00 0.00 -0.01
H -1.434226 -2.177386 4.175634 0.01 0.02 -0.02
H -1.934577 -0.543821 4.670331 0.02 -0.01 0.01
H 1.014185 0.308089 2.831489 0.00 0.07 0.03
H -1.189135 -1.262127 2.102192 -0.01 0.02 0.07
H 0.335829 -1.829861 2.010811 -0.02 -0.03 0.11
C -1.937193 0.108792 -3.429754 0.00 -0.04 -0.02
N -2.614538 -1.151589 -3.150933 -0.24 0.33 -0.13
C -3.715560 -1.448321 -4.065396 0.04 -0.05 -0.01
P -2.071119 -2.267093 -2.096501 0.16 0.16 0.20
O -1.316525 -1.556596 -0.977347 -0.27 -0.26 -0.04
N -3.285203 -3.130445 -1.441244 -0.29 -0.12 0.14
C -3.883289 -4.332124 -2.025834 0.05 0.05 0.00
C -4.107438 -2.525985 -0.394326 0.00 -0.02 -0.01
N -1.181987 -3.363752 -2.914546 0.35 -0.23 -0.07
C -0.436099 -2.984143 -4.115320 -0.03 -0.04 0.02
C -0.566364 -4.468531 -2.173261 -0.03 0.04 -0.04
H -2.613537 0.949282 -3.257970 -0.01 0.00 0.00
H -1.601928 0.149406 -4.469602 -0.02 -0.02 -0.01
H -1.063425 0.225715 -2.793930 0.02 -0.01 0.03
H -4.460404 -0.652264 -4.025816 0.01 0.03 0.01
H -4.202434 -2.382497 -3.795669 0.02 0.01 0.02
H -3.357463 -1.535226 -5.094432 0.01 0.00 -0.01
H -3.285152 -4.693796 -2.856710 0.01 0.02 -0.01
H -4.894636 -4.123697 -2.383421 -0.01 0.00 0.00
H -3.946075 -5.117627 -1.271089 0.00 0.01 0.02
H -3.604581 -1.666124 0.042420 0.04 0.00 -0.04
H -4.291803 -3.255906 0.395458 0.01 -0.02 0.00
H -5.073120 -2.201117 -0.789899 -0.01 0.00 -0.02
H -0.979975 -2.236872 -4.685914 -0.02 0.01 0.00
H -0.309022 -3.863269 -4.746054 -0.01 -0.02 0.00
H 0.557165 -2.592844 -3.873535 0.00 0.00 0.02
H -1.153373 -4.708958 -1.289214 -0.01 0.03 0.00
H 0.451600 -4.215209 -1.862234 0.00 0.01 0.00
H -0.521172 -5.355935 -2.804642 -0.01 0.01 -0.03
```
Positions in Å, forces in eV/Å.

Here are the Mulliken charges for atoms 1 to 6, given in e: Au 1.580; C -0.890; N 0.364; C -0.502; C -0.409; N 0.423